Entry 1:
Entry from OMol25: a molecular structure, C10H21BrCuN3O6 in a non-equilibrium geometry (ωB97M-V/def2-TZVPD).

Computed properties:
Energy, a.u.: -5223.84526
Orbital gap (alpha / beta), eV: 6.88 / 6.75
Highest occupied orbital energy (alpha / beta), eV: -4.74 / -4.72
Spin multiplicity: 2
Total charge: -1
<S²>: 0.760

```
42
Properties=species:S:1:pos:R:3:mulliken_charge:R:1
Cu 2.198 -0.475 -0.789 0.53
Br 4.582 0.904 -0.596 -0.74
C 2.812 -3.168 -0.978 0.92
O 2.159 -2.746 -0.108 -0.59
O 3.509 -4.134 -0.717 -0.56
O 2.997 -2.512 -2.047 -0.62
C -0.194 -0.118 2.044 -0.17
O 0.502 -0.066 1.098 -0.26
N -0.392 -1.247 2.842 0.12
C -1.514 -1.268 3.853 -0.90
C 0.181 -2.539 2.313 -0.93
H -0.699 0.785 2.420 0.35
H -1.220 -1.628 4.839 0.29
H -2.342 -1.861 3.464 0.32
H -1.821 -0.224 3.920 0.32
H 0.246 -2.709 1.238 0.23
H 1.194 -2.461 2.709 0.34
H -0.221 -3.444 2.768 0.38
C -0.064 -0.996 -2.520 0.07
O 0.524 0.068 -2.377 -0.70
N -1.327 -1.241 -2.050 0.18
C -1.780 -2.529 -2.044 -1.08
C -2.155 -0.399 -1.175 -0.60
H 0.302 -1.816 -3.157 0.30
H -2.851 -2.724 -2.098 0.39
H -1.547 -2.925 -1.055 0.37
H -1.249 -3.220 -2.699 0.35
H -2.924 -1.036 -0.739 0.40
H -1.585 0.025 -0.347 0.00
H -2.614 0.372 -1.794 0.27
C -0.773 4.601 -0.860 0.08
O -0.745 5.736 -1.295 -0.61
N 0.298 3.862 -0.549 0.15
C 0.109 2.476 -0.094 -0.96
C 1.643 4.471 -0.672 -0.96
H -1.746 4.094 -0.945 0.33
H 0.816 2.382 0.730 0.27
H 0.290 1.813 -0.940 0.37
H -0.835 2.246 0.400 0.36
H 1.666 5.499 -1.034 0.32
H 2.204 4.297 0.246 0.32
H 2.367 3.855 -1.206 0.35
```

Entry 2:
Entry from OMol25: C5H8BrNO in the gas phase in a non-equilibrium geometry (ωB97M-V/def2-TZVPD).

Computed properties:
Energy, a.u.: -2899.25322
Orbital gap, eV: 9.34
Highest occupied orbital energy, eV: -9.33
Relative energy (zero: lowest compared OMol25 entry of this formula, charge and spin), kJ/mol: 253.2

```
16
Properties=species:S:1:pos:R:3:mulliken_charge:R:1
C -1.537 0.464 -0.446 -1.86
C -0.151 -0.099 -0.175 1.40
C 0.664 -0.507 -1.359 -1.61
C 0.021 -0.984 1.019 -0.66
C 0.873 0.159 1.606 0.33
O 1.472 0.376 2.605 -0.60
N 0.579 0.956 0.539 -0.09
Br 1.185 2.657 -0.072 -0.02
H -1.500 1.001 -1.358 0.40
H -1.931 1.213 0.213 0.42
H -2.131 -0.347 -0.419 0.45
H 0.679 0.304 -2.200 0.34
H 0.251 -1.510 -1.603 0.34
H 1.614 -0.636 -1.072 0.51
H 0.604 -1.851 0.995 0.32
H -0.692 -1.198 1.728 0.33
```

Entry 3:
Entry from OMol25: a molecular structure, C20H37O2S4Si2Sr in a non-equilibrium geometry (ωB97M-V/def2-TZVPD).

Computed properties:
Energy, a.u.: -3137.14720
Orbital gap, eV: 4.34
Highest occupied orbital energy, eV: -2.66
Total charge: -1
Relative energy (zero: lowest compared OMol25 entry of this formula, charge and spin), kJ/mol: 482.1

```
66
Properties=species:S:1:pos:R:3:mulliken_charge:R:1
Sr 0.087 -0.009 -1.085 0.73
C 0.877 -0.402 -3.290 -1.34
C -0.729 0.027 -3.296 0.03
S -1.675 -1.531 -3.173 0.12
C -3.261 -0.604 -3.333 -0.86
C -3.461 0.418 -2.183 0.40
S -3.264 2.182 -2.712 -0.20
C -2.795 3.011 -1.136 -0.30
C -1.437 3.749 -1.157 -0.92
S -0.093 2.659 -1.692 0.42
C 0.235 3.086 -3.470 -0.55
C 1.435 2.211 -3.983 -0.82
S 1.984 1.025 -2.650 0.16
H 1.139 -0.661 -4.311 0.60
H 1.062 -1.339 -2.682 1.02
H -0.971 0.519 -4.237 0.54
H -1.037 0.726 -2.494 -1.24
H -4.064 -1.338 -3.321 0.42
H -3.261 -0.111 -4.307 0.40
H -2.722 0.261 -1.392 -0.61
H -4.439 0.310 -1.718 0.50
H -2.748 2.215 -0.388 -0.03
H -3.594 3.698 -0.857 0.56
H -1.183 4.069 -0.147 0.47
H -1.457 4.620 -1.813 0.43
H 0.443 4.153 -3.507 0.55
H -0.656 2.883 -4.063 0.28
H 2.282 2.835 -4.254 0.42
H 1.130 1.612 -4.835 0.30
C -3.525 -1.466 1.406 -1.42
Si -1.582 -1.358 1.438 0.39
C -1.254 -3.250 1.398 -1.20
C -1.311 -1.014 3.311 -1.17
H -3.886 -2.204 2.135 0.39
H -3.883 -1.778 0.417 0.25
H -4.003 -0.505 1.631 0.28
H -1.412 -3.679 2.394 0.42
H -0.244 -3.495 1.073 0.15
H -1.932 -3.733 0.686 0.35
H -2.095 -1.508 3.898 0.39
H -1.311 0.051 3.559 0.21
H -0.337 -1.390 3.638 0.28
C 4.369 -0.525 0.806 -1.47
Si 2.462 -0.725 1.052 0.44
C 2.422 -2.526 1.707 -1.16
C 2.306 0.253 2.725 0.27
C 3.117 -0.034 3.832 -0.09
C 3.046 0.693 5.012 -0.68
C 2.150 1.749 5.126 -0.35
C 1.319 2.048 4.058 -0.53
C 1.399 1.298 2.888 -0.22
H 4.923 -0.783 1.717 0.38
H 4.638 0.499 0.530 0.26
H 4.721 -1.180 0.003 0.30
H 3.369 -2.777 2.199 0.40
H 2.261 -3.244 0.900 0.29
H 1.605 -2.675 2.417 0.25
H 3.824 -0.856 3.771 0.18
H 3.694 0.439 5.844 0.35
H 2.102 2.331 6.040 0.34
H 0.605 2.861 4.136 0.34
H 0.713 1.524 2.074 0.12
O 1.745 -3.271 -2.563 -0.77
C 0.989 -3.340 -1.580 -0.52
O 0.514 -2.360 -0.946 -0.23
H 0.655 -4.344 -1.245 0.34
```

Entry 4:
Entry from OMol25: C5H7NO2 in the gas phase in a non-equilibrium geometry (ωB97M-V/def2-TZVPD).

Computed properties:
Energy, a.u.: -399.85397
Orbital gap, eV: 9.43
Highest occupied orbital energy, eV: -8.67
Relative energy (zero: lowest compared OMol25 entry of this formula, charge and spin), kJ/mol: 293.0

```
15
Properties=species:S:1:pos:R:3:mulliken_charge:R:1
O -0.548 -1.758 2.043 -0.61
C 0.371 -2.026 1.259 0.20
C 1.123 -1.448 0.165 -0.68
C 0.543 -0.333 -0.227 0.63
N -0.604 0.037 0.297 -0.11
C -1.145 1.089 -0.426 -0.68
C 0.114 1.806 -1.202 -0.17
O 1.038 0.643 -1.153 -0.41
H 1.165 -2.831 1.755 0.16
H 2.122 -1.742 -0.134 0.37
H -1.010 -0.384 1.065 0.16
H -1.996 0.612 -0.896 0.34
H -1.795 1.856 0.220 0.28
H 0.543 2.573 -0.501 0.24
H 0.078 1.906 -2.262 0.27
```

Entry 5:
Entry from OMol25: 2 unconnected molecules or ions with the total composition C6H13N3 in a non-equilibrium geometry (ωB97M-V/def2-TZVPD).

Computed properties:
Energy, a.u.: -400.54796
Orbital gap, eV: 8.77
Highest occupied orbital energy, eV: -8.48
Relative energy (zero: lowest compared OMol25 entry of this formula, charge and spin), kJ/mol: 380.8

```
22
Properties=species:S:1:pos:R:3:mulliken_charge:R:1
H -0.077 0.316 -2.468 0.26
N 0.719 -0.311 -2.507 -0.74
C 1.362 -0.350 -1.412 0.26
N 2.419 -1.207 -1.244 -0.40
C 0.973 0.392 -0.176 0.22
C 0.155 -0.695 0.921 -0.55
C -0.688 -1.814 0.337 -1.11
N 1.196 1.575 0.053 -0.80
H 0.211 2.066 0.674 0.42
H 2.767 -1.618 -2.096 0.29
H 3.119 -0.954 -0.566 0.24
H 1.117 -1.121 1.226 0.43
H -0.217 -0.270 1.851 0.50
H -0.768 -2.636 1.052 0.34
H -1.697 -1.487 0.088 0.28
H -0.245 -2.226 -0.569 0.33
C -1.927 1.136 0.537 -0.53
C -1.297 2.234 1.065 -0.73
H -2.016 1.012 -0.532 0.25
H -2.402 0.391 1.151 0.36
H -1.293 3.152 0.487 0.40
H -1.411 2.417 2.128 0.29
```

Entry 6:
Entry from OMol25: C3H10N2O in the gas phase in a non-equilibrium geometry (ωB97M-V/def2-TZVPD).

Computed properties:
Energy, a.u.: -304.90289
Orbital gap, eV: 8.85
Highest occupied orbital energy, eV: -8.16
Relative energy (zero: lowest compared OMol25 entry of this formula, charge and spin), kJ/mol: 450.9

```
16
Properties=species:S:1:pos:R:3:mulliken_charge:R:1
C -0.602 0.188 0.639 0.23
C -0.521 -1.173 -0.016 -0.44
C 0.902 -1.615 -0.352 -1.04
N 0.087 1.404 -0.513 -0.44
N -1.821 0.807 0.687 -1.05
O 1.439 1.916 -0.629 -0.38
H 1.695 2.114 0.280 0.34
H -0.124 1.084 -1.462 0.29
H 0.089 0.266 1.492 0.39
H -1.952 1.292 1.573 0.21
H -0.863 1.931 -0.165 0.40
H -0.981 -1.884 0.677 0.29
H -1.156 -1.156 -0.906 0.29
H 0.903 -2.595 -0.829 0.33
H 1.388 -0.906 -1.025 0.29
H 1.516 -1.674 0.550 0.29
```

Entry 7:
Entry from OMol25: 9 unconnected molecules or ions with the total composition C36H68N10P in a non-equilibrium geometry (ωB97M-V/def2-TZVPD).

Computed properties:
Energy, a.u.: -2300.78793
Orbital gap, eV: 8.36
Highest occupied orbital energy, eV: -11.63
Total charge: +1

```
115
Properties=species:S:1:pos:R:3:mulliken_charge:R:1
N -4.979 -5.371 -1.639 -0.71
P -6.312 -4.688 -1.009 0.29
C -7.641 -4.341 -2.355 -0.12
C -8.344 -5.778 -2.843 -0.70
C -9.432 -6.343 -1.709 -0.39
C -9.700 -4.865 -0.974 -0.61
N -8.802 -3.741 -1.532 -0.24
H -4.816 -6.331 -1.226 0.24
H -6.900 -5.576 -0.053 0.07
H -5.865 -3.479 -0.350 0.07
H -7.287 -3.747 -3.304 0.36
H -9.095 -5.359 -3.670 0.31
H -7.643 -6.553 -3.372 0.36
H -9.056 -7.155 -0.944 0.31
H -10.329 -6.727 -2.396 0.29
H -9.181 -5.055 0.071 0.28
H -10.796 -4.594 -0.667 0.40
H -9.374 -3.256 -2.270 0.40
H -8.388 -3.109 -0.783 0.37
C -2.399 -0.609 1.873 -1.24
C -2.148 -1.052 0.435 -0.36
C -3.167 -0.480 -0.551 0.22
C -4.564 -0.949 -0.176 0.16
N -5.722 -1.338 0.135 -0.72
H -3.367 -0.961 2.242 0.32
H -1.631 -1.018 2.537 0.35
H -2.375 0.484 1.956 0.29
H -2.165 -2.148 0.394 0.33
H -1.143 -0.735 0.136 0.26
H -2.936 -0.815 -1.567 -0.04
H -3.140 0.615 -0.541 0.40
C 1.707 -1.262 -3.502 -0.94
C 0.210 -1.551 -3.548 -0.72
C -0.643 -0.282 -3.504 -0.03
C -0.374 0.473 -2.213 0.27
N -0.150 1.100 -1.141 -0.58
H 1.994 -0.769 -2.568 0.43
H 2.276 -2.195 -3.565 0.07
H 2.009 -0.621 -4.338 0.31
H -0.051 -2.204 -2.707 0.29
H -0.017 -2.103 -4.467 0.40
H -1.706 -0.541 -3.554 0.21
H -0.412 0.367 -4.356 0.30
C 0.149 3.174 3.327 -1.28
C 0.805 2.966 4.688 -0.50
C 0.945 1.489 5.061 -0.03
C -0.429 0.842 5.124 0.27
N -1.569 0.306 5.175 -0.64
H -0.875 2.786 3.308 0.44
H 0.095 4.241 3.090 0.35
H 0.721 2.677 2.535 0.32
H 0.213 3.488 5.450 0.33
H 1.797 3.429 4.679 0.17
H 1.432 1.393 6.037 0.25
H 1.558 0.962 4.322 0.29
C 4.705 6.811 2.046 -1.02
C 4.737 6.227 3.455 -0.48
C 4.928 4.709 3.466 -0.36
C 3.777 4.041 2.731 0.27
N 2.822 3.487 2.122 -0.56
H 3.861 6.422 1.466 0.31
H 4.595 7.899 2.088 0.36
H 5.630 6.581 1.505 0.22
H 3.803 6.488 3.968 0.28
H 5.554 6.695 4.015 0.34
H 4.958 4.342 4.497 0.29
H 5.872 4.437 2.981 0.35
C 3.047 -1.897 9.386 -1.16
C 1.688 -1.405 8.898 -0.43
C 1.395 -1.806 7.451 -0.24
C 2.445 -1.207 6.529 0.27
N 3.316 -0.710 5.764 -0.55
H 3.867 -1.460 8.807 0.35
H 3.201 -1.612 10.432 0.34
H 3.118 -2.989 9.315 0.29
H 1.651 -0.313 8.996 0.27
H 0.907 -1.814 9.548 0.33
H 0.406 -1.442 7.153 0.20
H 1.402 -2.896 7.345 0.36
C -3.419 1.522 -6.021 -1.20
C -2.763 2.698 -5.305 -0.15
C -2.270 3.780 -6.268 -0.39
C -1.231 3.195 -7.210 0.21
N -0.369 2.709 -7.992 -0.47
H -2.714 1.005 -6.679 0.36
H -3.781 0.788 -5.293 0.28
H -4.273 1.855 -6.623 0.38
H -1.925 2.325 -4.704 0.03
H -3.486 3.140 -4.610 0.34
H -1.821 4.607 -5.707 0.31
H -3.104 4.182 -6.855 0.30
C 4.841 3.155 -2.544 -1.13
C 4.397 4.572 -2.194 -0.27
C 5.550 5.577 -2.207 -0.34
C 6.597 5.171 -1.183 0.22
N 7.466 4.834 -0.333 -0.53
H 5.556 2.764 -1.814 0.34
H 3.981 2.478 -2.550 0.27
H 5.307 3.124 -3.536 0.31
H 3.924 4.561 -1.204 0.18
H 3.633 4.893 -2.911 0.34
H 5.178 6.578 -1.963 0.29
H 6.013 5.619 -3.199 0.33
C 6.460 -3.986 -1.002 -1.15
C 5.093 -4.411 -1.528 -0.40
C 4.924 -4.148 -3.026 -0.33
C 5.068 -2.661 -3.306 0.22
N 5.188 -1.428 -3.539 -0.49
H 6.618 -2.909 -1.112 0.35
H 6.545 -4.218 0.065 0.33
H 7.264 -4.510 -1.531 0.30
H 4.315 -3.878 -0.968 0.28
H 4.954 -5.480 -1.334 0.31
H 3.935 -4.482 -3.357 0.28
H 5.678 -4.698 -3.600 0.33
```

Entry 8:
Entry from OMol25: 2 unconnected molecules or ions with the total composition C3H3NO in a non-equilibrium geometry (ωB97M-V/def2-TZVPD).

Computed properties:
Energy, a.u.: -246.05073
Orbital gap, eV: 10.33
Highest occupied orbital energy, eV: -9.34
Relative energy (zero: lowest compared OMol25 entry of this formula, charge and spin), kJ/mol: 107.2

```
8
Properties=species:S:1:pos:R:3:mulliken_charge:R:1
O 0.941 -1.788 1.731 -0.12
C -0.058 -1.295 1.513 0.05
C 0.734 0.596 -0.906 -0.84
C -0.532 0.634 -0.563 0.60
N -1.714 0.669 -0.240 -0.54
H -1.893 0.038 0.546 0.33
H 1.078 -0.121 -1.642 0.27
H 1.445 1.267 -0.438 0.27
```